a) 21
Properties=species:S:1:pos:R:3:lowdin_charge:R:1 method="wB97M-V/def2-TZVPD" charge=0 homo_lumo_gap_ev=9.460 e_lumo_ev=0.556
C -2.429 -2.249 0.382 0.047
C -1.650 -2.069 1.477 -0.378
C -0.635 -0.933 1.434 -0.070
C -1.489 -2.829 2.764 -0.070
H -2.937 -3.088 0.190 0.008
H -2.588 -1.503 -0.350 0.053
H -0.207 -0.894 0.489 0.044
H -0.029 -0.821 2.277 0.050
H -1.360 -0.107 1.536 0.096
H -0.743 -3.566 2.774 0.060
H -2.503 -3.275 2.923 0.092
H -1.331 -2.161 3.601 0.073
O 2.976 5.369 -1.397 -0.126
H 3.849 5.531 -1.833 0.046
H 2.881 5.879 -0.505 0.084
O 0.232 3.216 -1.628 -0.105
H 0.716 2.925 -0.790 0.064
H -0.254 4.002 -1.303 0.037
O 1.592 -2.368 -2.207 0.028
H 1.439 -1.515 -2.128 -0.056
H 1.883 -2.666 -1.367 0.026

***

b) 21
Properties=species:S:1:pos:R:3:lowdin_charge:R:1 method="wB97M-V/def2-TZVPD" charge=0 homo_lumo_gap_ev=10.907 e_lumo_ev=0.631
C 1.067 -0.648 0.320 -0.085
C 1.360 0.264 -0.908 -0.191
C 0.642 -0.186 -2.171 -0.405
C 0.693 0.853 -3.291 -0.050
O -0.797 -0.344 -1.932 -0.079
H 1.519 -1.636 0.275 0.081
H 0.012 -0.850 0.456 0.032
H 1.423 -0.074 1.174 0.078
H 0.980 1.257 -0.686 0.115
H 2.448 0.251 -0.940 0.115
H 0.891 -1.185 -2.532 0.136
H -0.335 1.095 -3.565 0.078
H 1.220 1.770 -3.046 0.072
H 1.082 0.538 -4.265 0.073
H -0.936 -0.651 -1.027 0.044
O -1.973 0.342 2.182 -0.048
H -2.676 0.114 2.785 0.048
H -1.842 -0.195 1.401 0.024
O -0.501 -0.328 4.417 -0.084
H -0.406 0.344 5.114 0.041
H -0.468 0.284 3.667 0.004

***

c) 21
Properties=species:S:1:pos:R:3:lowdin_charge:R:1 method="wB97M-V/def2-TZVPD" charge=0 homo_lumo_gap_ev=9.424 e_lumo_ev=0.493
C 0.543 -0.951 -1.869 0.028
C 1.746 -0.730 -1.102 -0.397
C 1.682 0.463 -0.179 -0.119
C 2.886 -1.618 -0.889 -0.106
H 0.489 -1.956 -2.471 0.076
H -0.385 -0.400 -1.832 0.036
H 1.459 0.156 0.950 0.122
H 2.616 1.055 0.071 0.084
H 1.026 1.262 -0.395 0.043
H 3.072 -2.344 -1.706 0.087
H 3.897 -1.162 -0.774 0.091
H 2.781 -2.117 0.045 0.072
O -1.499 -1.884 1.333 -0.078
H -1.418 -2.746 1.842 0.081
H -1.298 -2.072 0.413 0.023
O -1.459 1.252 1.494 -0.169
H -1.330 0.301 1.201 0.008
H -2.073 1.364 2.370 0.122
O -4.421 3.752 0.560 -0.108
H -4.927 4.547 0.466 0.004
H -3.387 3.826 0.471 0.099

***

b) comes first in stability; the runner-up is 0.0575 hartree higher.